# 1
DFT (ωB97M-V with the def2-TZVPD basis set) results for a cluster of 4 separate species, C15H23B3F9O12P in total at a distorted geometry.

**SMILES string**: OP(O)B1OBOB(C[C@@H]2CO2)O1.CCOC(=O)C(F)(F)F.CCOC(=O)C(F)(F)F.CCOC(=O)C(F)(F)F
**LUMO energy**: -0.5 eV
**HOMO-LUMO gap**: 0.3021 Ha
**DFT total energy**: -76274.48697 eV
**HOMO level**: -8.68 eV

Each line ends with the Mulliken charge.
CARTESIAN COORDINATES (ANGSTROEM)
O 9.272 -1.244 0.629  -0.48
P 9.331 -2.354 -0.712  -0.03
O 10.962 -3.009 -0.745  -0.45
B 8.016 -3.763 -0.550  0.51
O 7.906 -4.620 0.647  -0.44
B 6.746 -5.529 0.587  0.49
O 5.628 -5.475 -0.375  -0.51
B 5.811 -4.244 -1.167  0.70
C 4.521 -3.238 -1.327  -0.68
C 3.237 -3.845 -0.248  0.20
C 2.252 -2.595 0.446  -0.39
O 3.386 -3.464 1.260  -0.43
O 7.136 -3.952 -1.757  -0.28
H 8.704 -1.582 1.384  0.32
H 11.041 -3.613 0.055  0.32
H 6.724 -6.442 1.364  -0.10
H 4.718 -2.197 -0.831  0.26
H 4.049 -3.196 -2.397  0.28
H 2.672 -4.919 -0.566  0.23
H 2.669 -1.643 -0.086  0.16
H 1.153 -2.824 0.763  0.31
C -1.000 2.673 1.460  -0.17
C -1.955 2.120 0.416  -0.34
O -1.238 1.626 -0.728  -0.32
C -0.613 0.418 -0.566  0.45
O -0.638 -0.232 0.477  -0.52
C 0.083 -0.013 -1.855  0.77
F 0.854 0.975 -2.393  -0.27
F -0.807 -0.371 -2.824  -0.23
F 0.908 -1.084 -1.682  -0.25
H -0.354 3.439 1.020  0.32
H -1.550 3.107 2.298  -0.39
H -0.340 1.891 1.852  0.32
H -2.607 2.926 0.059  0.35
H -2.605 1.341 0.829  0.31
C -3.927 -0.617 -3.761  -0.86
C -3.656 -2.018 -4.280  -0.18
O -4.871 -2.651 -4.713  -0.31
C -5.370 -2.231 -5.917  0.36
O -4.840 -1.366 -6.614  -0.51
C -6.639 -2.997 -6.281  0.83
F -7.541 -3.036 -5.259  -0.24
F -6.378 -4.295 -6.609  -0.24
F -7.298 -2.461 -7.347  -0.23
H -4.679 -0.642 -2.967  0.31
H -3.012 -0.163 -3.373  0.14
H -4.322 0.033 -4.550  0.32
H -3.248 -2.632 -3.469  0.31
H -2.913 -2.018 -5.087  0.32
C -4.773 7.044 6.115  -1.11
C -3.859 5.983 6.702  -0.17
O -3.323 5.137 5.671  -0.30
C -2.317 5.678 4.916  0.02
O -1.874 6.814 5.077  -0.52
C -1.811 4.676 3.881  1.21
F -2.821 4.093 3.174  -0.31
F -1.110 3.656 4.455  -0.25
F -0.979 5.237 2.959  -0.23
H -5.563 6.580 5.515  0.30
H -5.230 7.643 6.905  0.37
H -4.226 7.718 5.447  0.33
H -4.438 5.339 7.374  0.31
H -3.051 6.424 7.298  0.31

# 2
DFT (ωB97M-V with the def2-TZVPD basis set) results for a structure of composition C15H23BBr12N4O3P at a distorted geometry.

**LUMO energy**: -3.7 eV
**Charge**: +1
**HOMO-LUMO gap**: 0.2851 Ha
**DFT total energy**: -878499.14183 eV
**HOMO level**: -11.49 eV

Each line ends with the Mulliken charge.
CARTESIAN COORDINATES (ANGSTROEM)
C -3.508 0.821 0.491  -1.19
C -2.478 0.049 -0.402  0.89
C -2.827 -0.048 -1.830  -0.48
C -1.984 -0.745 -2.814  -0.89
C -0.736 -1.346 -2.309  -0.49
C -0.353 -1.260 -0.836  0.12
C -1.230 -0.560 0.120  0.59
C -0.885 -0.491 1.639  -0.95
C 0.085 0.675 2.028  -0.03
C -0.079 2.002 1.127  -0.85
N 1.241 2.260 0.481  -0.26
C 2.259 1.499 1.229  0.07
N 3.553 1.757 1.276  -0.06
P 4.258 3.155 0.361  0.23
O 3.199 4.456 0.496  -0.38
O 4.237 2.660 -1.245  -0.41
N 1.540 0.515 1.884  0.14
B 2.212 -0.745 2.343  0.38
N 2.925 -1.616 1.359  -0.41
O 2.168 -1.164 3.681  -0.53
H -4.527 0.630 0.042  0.21
H -3.561 0.455 1.546  0.21
H -3.362 1.939 0.430  0.40
H -3.783 0.395 -2.215  0.10
H -2.288 -0.821 -3.887  0.39
H -0.126 -1.863 -3.086  0.37
H 0.580 -1.754 -0.515  -0.02
H -0.565 -1.513 1.969  0.51
H -1.856 -0.287 2.174  0.15
H -0.163 1.062 3.054  0.32
H -0.992 2.112 0.501  0.44
H -0.090 2.794 1.921  0.37
H 1.189 1.641 -0.354  0.33
H 4.187 1.175 1.835  0.30
H 2.518 4.386 -0.212  0.36
H 3.625 1.894 -1.277  0.36
H 3.528 -1.060 0.746  0.25
H 2.228 -2.115 0.796  0.02
H 1.762 -2.053 3.681  0.34
C 1.665 -5.247 -1.531  0.20
Br 2.202 -5.438 0.319  -0.04
Br 0.936 -3.487 -1.885  0.14
Br 3.102 -5.690 -2.746  0.00
H 0.868 -5.962 -1.707  -0.25
C 3.696 8.161 0.442  0.09
Br 4.620 8.811 -1.127  0.01
Br 4.477 8.847 2.073  0.00
Br 1.795 8.514 0.354  -0.02
H 3.818 7.083 0.460  -0.08
C -0.203 -9.570 -2.198  -0.34
Br 0.334 -9.753 -0.350  0.01
Br -0.943 -7.817 -2.558  -0.04
Br 1.237 -10.002 -3.412  0.02
H -0.996 -10.291 -2.373  0.35
C -7.795 2.511 -0.017  -0.34
Br -7.266 2.353 1.837  -0.04
Br -8.493 4.267 -0.418  0.00
Br -6.356 2.020 -1.215  0.01
H -8.600 1.803 -0.181  0.40

# 3
DFT (ωB97M-V with the def2-TZVPD basis set) results for a structure of composition C15H23BaCl3NO2P at a distorted geometry.

**LUMO energy (alpha / beta)**: -0.6 / -0.6 eV
**HOMO-LUMO gap (alpha / beta)**: 0.2055 / 0.2055 Ha
**DFT total energy**: -69050.15468 eV
**Relative energy (zero: lowest compared OMol25 entry of this formula, charge and spin)**: 223.1 kcal/mol
**HOMO level (alpha / beta)**: -6.18 / -6.18 eV

Each line ends with the Mulliken charge.
CARTESIAN COORDINATES (ANGSTROEM)
C 2.343 -2.756 -1.112  -0.76
C 2.770 -1.760 -0.227  -0.61
C 1.867 -0.862 0.379  -0.72
C 0.477 -0.980 0.101  1.39
C 0.065 -1.952 -0.860  0.05
C 0.988 -2.835 -1.448  -0.78
C 2.439 0.248 1.241  -1.11
C 1.718 1.589 1.019  0.11
N 2.392 2.452 0.051  -0.14
Ba -0.998 0.248 0.837  1.71
C -1.377 -1.930 -1.335  -1.37
P -1.818 -0.123 -1.333  0.84
H 3.838 -1.659 -0.001  0.31
H 0.641 -3.572 -2.181  0.37
H 3.067 -3.444 -1.562  0.37
H -2.063 -2.419 -0.617  0.33
H -1.504 -2.410 -2.322  0.50
H 2.347 0.000 2.309  0.41
H 3.515 0.346 1.017  0.35
H 0.647 1.405 0.749  -0.52
C -3.606 -0.029 -1.779  -1.13
C -0.951 0.540 -2.819  -1.35
H 1.716 2.128 1.988  0.51
C 2.209 2.033 -1.331  -0.65
C 2.043 3.851 0.244  -0.94
H -2.501 0.964 1.541  -0.24
H 2.791 2.693 -1.998  0.43
H 2.576 1.003 -1.470  0.20
H 1.140 2.065 -1.663  0.04
H 2.636 4.482 -0.441  0.31
H 0.961 4.070 0.059  0.26
H 2.277 4.149 1.281  0.34
H -1.286 0.039 -3.744  0.40
H -1.134 1.625 -2.898  0.37
H 0.129 0.373 -2.677  0.27
H -3.808 -0.538 -2.738  0.36
H -4.199 -0.507 -0.981  0.32
H -3.913 1.027 -1.859  0.36
H -2.034 1.633 1.352  0.22
Cl -3.540 -1.605 5.287  -0.09
C -2.697 -1.183 3.769  0.38
Cl -3.944 -0.976 2.519  -0.09
Cl -1.833 0.351 4.072  -0.10
C -1.737 -2.267 3.326  0.29
O -1.630 -3.372 4.028  -0.65
O -1.019 -2.135 2.226  -0.54

# 4
DFT (ωB97M-V with the def2-TZVPD basis set) results for a cluster of 2 separate species, C15H23BrCl2FN2O7PS in total at a distorted geometry.

**SMILES string**: [H]/N=C(/C)C[C@@]1(P(O)Br)OS(=O)(=O)[C@H](F)[C@H](OC#N)[C@H]1CCCC(=O)OCC.ClCCl
**LUMO energy**: -0.8 eV
**HOMO-LUMO gap**: 0.3147 Ha
**DFT total energy**: -151155.52959 eV
**HOMO level**: -9.40 eV

Each line ends with the Mulliken charge.
CARTESIAN COORDINATES (ANGSTROEM)
C 1.545 3.618 1.235  -0.87
C 1.061 3.165 -0.289  0.10
O -0.395 3.389 -0.507  -0.29
C -0.701 3.371 -1.946  0.47
O -0.283 4.440 -2.675  -0.57
C -1.540 2.223 -2.761  -0.58
C -2.404 1.197 -1.760  -0.32
C -1.223 0.203 -1.111  -0.58
C -1.857 -1.088 -0.278  -0.19
C -2.870 -0.481 0.840  -0.59
O -4.280 -0.795 0.448  -0.25
C -5.053 0.432 0.214  0.45
N -5.399 1.676 -0.054  -0.46
C -2.671 -1.007 2.377  -0.03
F -3.453 -2.204 2.753  -0.28
S -0.832 -1.103 2.690  1.15
O -0.334 0.346 3.068  -0.59
O -0.651 -1.932 4.021  -0.62
O 0.075 -1.700 1.399  -0.29
C -0.727 -2.157 0.255  0.87
C 0.425 -2.475 -0.924  -1.07
C 1.831 -1.666 -0.723  0.50
C 3.059 -2.130 0.318  -0.58
N 2.176 -0.525 -1.462  -0.64
P -1.461 -3.940 0.569  0.06
O -1.406 -4.322 2.299  -0.48
Br -3.653 -4.078 0.036  -0.22
H 1.157 2.824 2.037  0.15
H 1.139 4.695 1.492  0.29
H 2.717 3.554 1.250  0.28
H 1.355 2.012 -0.379  0.00
H 1.703 3.716 -1.122  0.35
H -2.349 2.794 -3.411  0.31
H -0.831 1.627 -3.495  0.28
H -2.921 1.852 -0.943  0.19
H -3.130 0.503 -2.360  0.35
H -0.746 -0.265 -2.092  0.20
H -0.465 0.779 -0.435  -0.11
H -2.509 -1.657 -1.101  0.59
H -2.847 0.710 0.922  0.55
H -3.076 -0.130 3.080  0.40
H 0.710 -3.636 -0.906  0.58
H -0.079 -2.329 -1.993  0.30
H 2.884 -1.541 1.314  0.24
H 3.099 -3.298 0.462  0.35
H 4.087 -1.718 -0.127  0.04
H 1.414 -0.295 -2.132  0.22
H -2.295 -4.775 2.505  0.34
C 6.478 0.496 -0.015  -0.25
Cl 6.025 1.179 -1.582  -0.14
Cl 5.894 -1.164 0.147  -0.18
H 7.567 0.501 0.073  0.31
H 6.040 1.107 0.778  0.23

Among the records above, which one has the highest DFT total energy? C15H23BaCl3NO2P

Look up the DFT total energy of the third one. -69050.15468 eV